128
Properties=species:S:1:pos:R:3:forces:R:3:lowdin_charge:R:1 method="wB97M-V/def2-TZVPD" charge=0 homo_lumo_gap_ev=7.5 lumo_ev=-1.01
H 3.3394 -4.9511 -6.2405 -1.4 -0.2 0.8 0.035
N 2.4331 -4.9640 -5.6836 -0.6 6.0 0.4 0.066
C 2.1558 -3.6169 -5.5020 2.3 -2.7 -0.9 -0.287
C 3.2093 -2.4906 -6.1497 -1.2 0.4 1.2 -0.089
C 0.8805 -3.0041 -4.6741 0.2 -1.4 -2.8 -0.139
N 0.9135 -3.2325 -3.1795 -0.4 4.2 -0.8 0.020
C 2.1102 -2.7286 -2.4044 4.1 1.5 1.3 -0.205
O 3.3791 -2.4916 -2.7448 -8.0 -1.9 1.2 -0.007
C 1.5428 -2.4161 -0.8997 -2.6 0.7 1.7 0.051
C 2.2626 -2.3270 0.5696 -3.1 0.5 -1.1 -0.071
O 3.7024 -2.5973 0.7064 -4.0 -0.9 -0.3 -0.127
C 4.0647 -3.9194 0.1520 1.0 -1.2 -1.2 -0.139
C 4.9761 -4.8408 1.1836 0.0 -0.8 -0.8 -0.335
C 4.1344 -6.1839 1.6606 0.2 -0.2 0.8 -0.082
O 5.5501 -4.0873 2.3101 -2.2 -1.0 -0.4 -0.098
C 1.2595 -1.9189 1.8444 -1.2 -0.3 -3.7 0.083
C -0.3705 -1.6209 1.6165 2.2 -1.1 -1.9 -0.051
C -1.2664 -1.2098 2.9262 -0.8 -0.2 -0.8 -0.170
C -1.9698 0.2441 2.5859 0.3 0.6 -0.1 -0.213
C -1.7267 1.3977 3.7255 -0.1 0.9 -0.9 -0.206
C -1.7448 2.8555 2.9062 -0.2 -1.1 -0.2 -0.215
C -0.2732 3.2142 2.2780 0.0 0.9 -0.6 -0.154
C 0.4186 4.5275 3.0454 -0.9 -1.4 0.6 -0.157
O 0.6767 5.6282 2.0787 3.5 -0.2 1.5 -0.118
C 2.1054 5.9840 2.0998 2.6 -1.4 -5.2 -0.273
O 2.8121 5.7201 0.9756 -4.5 2.1 7.5 -0.010
C 2.8982 6.6963 3.3640 0.7 -2.2 3.5 -0.033
C 3.3207 5.9626 4.6062 -0.8 1.7 -3.1 0.003
C -1.0700 -1.7323 0.1013 3.4 -0.5 -0.5 -0.074
O -2.4883 -1.4559 -0.1738 3.4 -1.7 1.0 -0.159
C -3.3158 -2.6713 -0.1384 -1.3 -1.6 0.9 -0.211
C -2.6443 -3.9506 0.6363 -0.9 -0.4 0.2 -0.109
C -0.0575 -2.1409 -1.1205 1.9 0.1 2.6 0.075
C -0.2822 -2.3736 -2.7266 -4.1 1.6 0.7 -0.209
O -1.3270 -1.9138 -3.4191 6.9 -3.3 3.8 0.000
H 4.2092 -2.9655 -6.5298 -2.1 0.8 0.7 0.079
H 2.6418 -1.8768 -6.9892 1.3 -1.4 1.6 0.087
H 3.4515 -1.7312 -5.2686 -0.4 -1.6 -1.9 0.078
H -0.0853 -3.5748 -5.0770 2.2 1.2 1.0 0.155
H 0.7490 -1.8838 -5.0012 0.4 -2.1 1.0 0.142
H 3.1401 -4.5849 -0.1461 1.6 1.7 0.6 0.130
H 4.7005 -3.7432 -0.8382 -1.4 -0.2 2.2 0.138
H 5.8794 -5.2563 0.5230 -1.8 1.2 1.7 0.154
H 4.2579 -6.2937 2.8422 -0.3 0.2 -2.5 0.089
H 2.9802 -6.1230 1.4275 2.4 -0.1 0.4 0.081
H 4.5867 -7.1752 1.1790 -1.1 2.3 1.0 0.091
H 4.8160 -3.9916 2.9943 1.4 -0.1 -1.4 0.110
H 1.7346 -1.8307 2.9189 -1.2 -0.2 -2.4 0.101
H -2.1542 -1.9799 3.0947 2.0 1.4 -0.5 0.110
H -0.6514 -1.2103 3.9345 -1.0 0.1 -2.3 0.118
H -3.1318 0.1665 2.3910 2.4 -0.1 0.4 0.126
H -1.4949 0.6315 1.5655 -1.0 -0.8 2.3 0.115
H -0.6675 1.2650 4.2267 -2.2 0.2 -0.8 0.111
H -2.5978 1.4440 4.5189 1.9 -0.4 -1.5 0.112
H -2.4761 2.6858 1.9979 1.3 0.5 1.9 0.109
H -2.2158 3.7039 3.5749 1.2 -1.6 -1.3 0.110
H 0.4821 2.3084 2.2991 -1.7 1.7 0.1 0.119
H -0.4284 3.4958 1.1296 0.5 -0.5 2.6 0.132
H -0.3689 4.8752 3.8568 1.9 -0.4 -1.6 0.133
H 1.4121 4.1700 3.5572 -1.9 0.9 -1.0 0.112
H 3.1905 7.8421 3.3119 -0.3 -2.8 -0.5 0.107
H 2.7817 5.0065 5.0350 1.4 1.8 -1.5 0.063
H 4.2890 6.3138 5.2037 -2.7 -0.3 -1.2 0.077
H -3.6640 -3.0068 -1.2234 1.0 0.9 2.2 0.138
H -4.2940 -2.3856 0.4831 2.1 -0.5 -1.5 0.134
H -2.3048 -3.6866 1.7345 -0.6 -0.4 -2.3 0.071
H -3.5158 -4.7577 0.7574 2.0 1.8 -0.4 0.075
H -1.7579 -4.4495 0.0505 -1.8 1.1 1.2 0.095
C 6.8486 8.8980 3.8273 -0.3 -0.1 -0.1 -0.071
C 7.1981 9.7206 5.0533 0.5 -1.1 -0.2 -0.276
O 6.4871 10.9496 5.0720 -1.2 0.7 0.4 -0.266
S 4.9273 10.9437 5.5417 0.4 0.2 0.0 0.621
C 4.7547 12.6976 5.7582 0.2 0.1 -0.1 -0.122
O 4.8276 10.3080 6.8389 0.0 0.1 -1.2 -0.285
O 4.1054 10.5382 4.4218 0.5 0.0 1.0 -0.299
H 5.8132 8.5473 3.8719 0.1 0.0 0.0 0.055
H 7.4996 8.0224 3.7510 0.0 0.1 0.0 0.084
H 6.9481 9.4968 2.9163 0.1 -0.1 0.2 0.088
H 7.0225 9.1538 5.9737 -0.1 0.2 0.0 0.116
H 8.2642 9.9682 5.0252 -0.3 0.3 0.1 0.124
H 5.4198 13.0225 6.5605 -0.1 -0.1 -0.1 0.076
H 3.7163 12.9050 6.0253 0.1 -0.2 0.0 0.078
H 5.0039 13.1960 4.8196 0.0 -0.1 0.1 0.076
C -4.6853 -8.7225 -3.0721 0.1 0.2 0.0 -0.080
C -5.3682 -8.4088 -1.7540 -0.4 0.4 -1.2 -0.273
O -4.6853 -9.0068 -0.6620 1.1 0.2 1.3 -0.266
S -3.3270 -8.2992 -0.1070 -0.3 -0.5 -0.3 0.632
C -3.2135 -9.2030 1.4172 -0.2 -0.1 0.0 -0.123
O -3.6091 -6.9125 0.2003 0.3 -1.0 -0.6 -0.305
O -2.2198 -8.6889 -0.9533 -0.9 0.7 0.7 -0.281
H -3.7088 -8.2329 -3.1345 -0.1 0.0 0.0 0.080
H -5.2920 -8.3761 -3.9137 0.1 -0.1 0.4 0.047
H -4.5145 -9.7988 -3.1747 -0.1 0.1 0.0 0.089
H -5.4686 -7.3282 -1.6074 0.1 -0.1 0.1 0.116
H -6.3794 -8.8281 -1.7671 0.2 -0.1 0.3 0.123
H -4.0796 -8.9628 2.0366 0.1 0.0 -0.2 0.074
H -2.2948 -8.8988 1.9233 -0.1 0.1 -0.2 0.076
H -3.1787 -10.2708 1.1933 0.0 0.2 0.0 0.075
C -5.9636 -6.2877 -9.1796 0.4 0.1 0.0 -0.076
C -6.7284 -7.2976 -8.3446 -0.4 1.1 -0.2 -0.279
O -6.0624 -8.5512 -8.3100 0.9 -0.9 0.7 -0.265
S -4.7809 -8.7290 -7.3202 -0.1 -0.1 -0.5 0.639
C -4.6838 -10.5002 -7.3997 -0.2 0.0 -0.1 -0.119
O -5.1659 -8.3492 -5.9770 0.4 0.1 -1.4 -0.299
O -3.6111 -8.1773 -7.9694 -1.0 -0.2 0.8 -0.278
H -5.0186 -6.0166 -8.6994 -0.1 0.0 -0.1 0.073
H -6.5496 -5.3740 -9.3135 0.0 -0.1 0.0 0.081
H -5.7193 -6.7021 -10.1629 -0.1 0.0 0.1 0.086
H -6.9049 -6.9210 -7.3315 0.1 -0.2 0.0 0.116
H -7.7089 -7.4687 -8.8006 0.2 -0.3 0.1 0.123
H -5.5926 -10.9243 -6.9687 0.1 0.1 -0.1 0.075
H -3.8122 -10.8174 -6.8233 -0.1 0.2 0.0 0.079
H -4.5698 -10.8016 -8.4427 0.0 0.1 0.1 0.076
C 0.4567 8.7199 0.7376 -0.3 -0.1 -0.1 -0.062
C 0.8062 9.5425 1.9636 0.5 -1.1 -0.3 -0.279
O 0.0952 10.7715 1.9823 -1.2 0.8 0.5 -0.264
S -1.4646 10.7656 2.4520 0.4 0.0 -0.2 0.624
C -1.6372 12.5195 2.6686 0.2 0.1 0.0 -0.127
O -1.5644 10.1299 3.7492 0.0 0.2 -1.2 -0.288
O -2.2866 10.3600 1.3321 0.6 0.1 1.1 -0.287
H -0.5787 8.3692 0.7823 0.2 0.0 0.0 0.079
H 1.1077 7.8443 0.6613 -0.1 0.2 0.0 0.055
H 0.5562 9.3187 -0.1734 0.1 -0.1 0.2 0.090
H 0.6306 8.9757 2.8840 -0.1 0.2 0.0 0.112
H 1.8722 9.7901 1.9356 -0.2 0.3 0.1 0.121
H -0.9721 12.8444 3.4708 -0.1 -0.1 -0.1 0.073
H -2.6757 12.7269 2.9356 0.1 -0.2 -0.1 0.076
H -1.3880 13.0179 1.7299 0.0 -0.1 0.1 0.074